# 1
DFT (ωB97M-V/def2-TZVPD) results for a 4-piece molecular cluster, C52H40N4O11 overall.

Last column: Löwdin charge in e.
Geometry (Å):
C: -2.54 6.34 -2.27  -0.13
N: -1.46 7.04 -3.00  -0.15
C: -1.55 8.47 -2.54  -0.08
C: -0.13 6.51 -2.64  -0.38
O: 0.80 6.98 -3.26  0.12
C: 0.02 5.44 -1.49  -0.01
N: 1.38 4.83 -1.41  0.13
C: 2.12 4.25 -2.59  -0.62
O: 1.97 3.05 -2.90  0.00
O: 2.96 4.97 -3.28  -0.02
C: 1.98 4.76 -0.27  -0.23
N: 3.27 4.17 0.05  0.09
C: 2.84 3.20 1.14  -0.08
C: 1.59 3.94 1.83  -0.27
C: 1.58 4.12 3.39  -0.03
C: 0.37 5.00 3.91  -0.42
O: -0.33 4.64 4.83  0.10
O: 0.07 6.27 3.36  0.04
N: 1.54 5.25 1.06  0.06
H: -3.57 6.64 -2.59  0.10
H: -2.48 5.21 -2.44  0.09
H: -2.46 6.46 -1.14  0.09
H: -2.65 8.75 -2.64  0.10
H: -1.29 8.57 -1.44  0.10
H: -0.96 9.15 -3.22  0.10
H: -0.28 5.96 -0.53  0.13
H: -0.69 4.57 -1.59  0.15
H: 3.64 3.50 -0.63  0.13
H: 2.29 2.41 0.53  0.14
H: 3.63 2.77 1.81  0.13
H: 0.59 3.50 1.53  0.16
H: 2.53 4.63 3.71  0.14
H: 1.46 3.10 3.88  0.14
H: -0.29 6.16 2.45  0.10
H: 2.39 5.75 1.38  0.14
C: 1.17 2.26 7.89  -0.05
C: 0.07 2.59 7.11  -0.06
C: -0.70 1.58 6.53  0.00
C: -0.36 0.25 6.73  -0.09
C: 0.76 -0.08 7.49  -0.08
C: 1.52 0.93 8.09  0.00
C: 1.17 -1.50 7.67  -0.28
O: 2.14 -1.79 8.34  0.11
C: 0.37 -2.56 7.00  -0.08
C: 0.77 -3.89 7.10  0.00
C: 0.02 -4.89 6.49  -0.05
C: -1.13 -4.56 5.78  -0.05
C: -1.53 -3.23 5.67  -0.01
C: -0.77 -2.23 6.27  -0.08
C: -1.19 -0.82 6.12  -0.28
O: -2.20 -0.53 5.49  0.09
H: 1.76 3.04 8.35  0.11
H: -0.20 3.62 6.95  0.09
H: -1.56 1.84 5.92  0.12
H: 2.38 0.68 8.69  0.12
H: 1.67 -4.15 7.66  0.12
H: 0.34 -5.92 6.57  0.11
H: -1.72 -5.34 5.31  0.11
H: -2.42 -2.99 5.12  0.10
C: -2.14 -2.68 2.44  -0.07
C: -3.45 -3.07 2.17  -0.05
C: -3.71 -4.09 1.27  0.00
C: -2.65 -4.72 0.62  -0.08
C: -1.34 -4.32 0.87  -0.08
C: -1.08 -3.31 1.79  0.01
C: -0.21 -4.96 0.14  -0.28
O: 0.94 -4.61 0.36  0.11
C: -0.50 -6.01 -0.86  -0.08
C: 0.55 -6.58 -1.59  0.00
C: 0.28 -7.57 -2.52  -0.06
C: -1.02 -8.02 -2.71  -0.06
C: -2.06 -7.46 -1.99  0.00
C: -1.81 -6.44 -1.07  -0.08
C: -2.94 -5.83 -0.33  -0.28
O: -4.08 -6.21 -0.51  0.10
H: -1.94 -1.89 3.15  0.09
H: -4.27 -2.57 2.67  0.11
H: -4.73 -4.39 1.07  0.12
H: -0.06 -3.00 1.99  0.12
H: 1.56 -6.23 -1.43  0.12
H: 1.10 -8.01 -3.09  0.11
H: -1.22 -8.80 -3.44  0.11
H: -3.08 -7.80 -2.16  0.12
C: 0.16 -4.90 -7.03  -0.06
C: -0.35 -4.76 -5.75  -0.06
C: -0.34 -3.52 -5.13  0.00
C: 0.19 -2.41 -5.79  -0.08
C: 0.72 -2.56 -7.07  -0.08
C: 0.70 -3.80 -7.69  0.00
C: 1.34 -1.40 -7.77  -0.28
O: 1.80 -1.53 -8.89  0.10
C: 1.38 -0.09 -7.08  -0.09
C: 2.01 0.99 -7.69  0.00
C: 2.04 2.23 -7.06  -0.04
C: 1.45 2.39 -5.81  -0.04
C: 0.83 1.31 -5.19  0.00
C: 0.80 0.07 -5.81  -0.08
C: 0.17 -1.08 -5.13  -0.28
O: -0.35 -0.95 -4.03  0.10
H: 0.15 -5.87 -7.52  0.11
H: -0.76 -5.62 -5.23  0.10
H: -0.75 -3.41 -4.13  0.12
H: 1.10 -3.92 -8.69  0.12
H: 2.47 0.87 -8.67  0.12
H: 2.53 3.07 -7.54  0.11
H: 1.47 3.35 -5.32  0.10
H: 0.37 1.44 -4.22  0.11

As for the multiplicity: 1. The value obtained for the LUMO energy is -1.198 eV. The value obtained for the HOMO-LUMO gap is 7.618 eV. Its HOMO energy is -8.816 eV.

***

# 2
DFT (ωB97M-V/def2-TZVPD) results for a 2-piece molecular cluster, C3H4S overall.

Last column: Löwdin charge in e.
Geometry (Å):
C: 0.51 -2.28 0.66  -0.13
C: 0.51 -1.10 0.42  -0.13
C: -0.55 0.73 -0.55  -0.37
S: 0.55 2.03 -0.12  0.69
H: 1.04 -3.29 0.79  0.03
H: -1.48 0.78 -0.18  -0.03
H: -0.27 0.26 -1.55  0.05
H: -0.31 2.86 0.54  -0.12

As for the multiplicity: 1. The value obtained for the LUMO energy (spin up / spin down) is -0.681 / -0.681 eV. The value obtained for the HOMO-LUMO gap (spin up / spin down) is 8.710 / 8.712 eV. As for the energy above the lowest of the compared OMol25 structures with the same formula, charge and spin: 4.604 eV. Its HOMO energy (spin up / spin down) is -9.392 / -9.393 eV.

***

Summary of electronic energy in a.u.
-3052.17789, -514.67334
(order as listed above)
Summary of max |F| in eV Å⁻¹
8.06, 7.43
(order as listed above)